No. 1
Computed, not measured: a 10-piece molecular cluster, C36H99N7O11 overall, with ωB97M-V with the def2-TZVPD basis set.

XYZ file:
```
153
Properties=species:S:1:pos:R:3
O 5.963 3.290 6.264
O -5.158 1.115 -2.847
O 0.638 -4.620 0.613
O 3.943 -0.505 -0.531
O -1.466 -0.234 -1.110
O 0.000 1.767 -0.411
O 5.881 3.781 -2.334
O -2.777 4.500 2.777
O 2.159 0.060 -5.722
O 1.217 2.237 4.944
O -1.023 -5.182 -5.870
N -2.904 -5.552 0.229
N 0.380 -0.654 2.859
N -5.679 0.171 0.688
N -3.925 1.976 2.089
N 5.887 0.722 4.983
N -1.616 -2.347 -5.626
N 1.280 0.250 -2.839
C 5.570 1.900 2.855
C -5.073 1.328 -1.441
C -6.415 -0.862 -1.246
C -3.491 -2.758 -4.170
C 2.337 -0.597 -2.246
C 2.665 -1.420 -7.549
C -0.258 -5.639 -4.786
C 5.996 2.049 4.334
C 5.199 4.118 7.192
C 1.726 2.449 6.243
C 5.198 3.183 5.067
C -4.699 1.592 4.318
C 5.490 2.584 -1.649
C -5.269 -0.014 -0.689
C -2.213 -3.364 -4.765
C -0.717 -4.621 0.944
C 6.122 1.399 -2.336
C -1.232 -5.062 -1.570
C 1.941 -1.273 -6.220
C -1.469 -5.488 -0.101
C -2.301 -4.720 -5.470
C -0.880 1.529 3.004
C -2.083 -1.007 -0.102
C -0.188 3.080 -0.915
C 0.408 0.769 3.300
C 2.577 -0.185 -0.758
C -1.676 5.327 3.169
C -3.925 0.943 -3.533
C 0.962 0.874 4.690
C 1.315 -3.556 1.255
C 4.241 -0.871 0.812
C 0.037 -0.499 -3.094
C -3.234 3.630 3.779
C -0.760 -1.119 -1.976
C -4.390 2.700 3.283
C -1.609 3.599 -0.597
H -0.068 -1.798 -1.465
H -3.879 0.878 4.260
H 1.180 -3.818 2.307
H 6.109 2.650 2.277
H 5.181 4.064 -2.924
H 4.414 2.500 -1.821
H 5.176 4.075 4.440
H -1.073 -6.505 -0.128
H -5.843 2.027 -1.101
H 5.781 1.206 -3.352
H -4.203 -2.568 -4.974
H -0.158 -5.245 -1.615
H 0.212 0.478 5.383
H 1.850 -0.705 -0.129
H 0.986 2.198 7.008
H -3.187 -1.837 -3.676
H 0.128 -4.796 -4.208
H -6.418 -0.891 -2.337
H 5.288 -0.639 1.003
H -3.359 2.697 1.650
H -2.992 -4.779 -6.312
H -1.795 -5.545 -2.366
H -1.511 -1.759 -2.449
H -5.257 3.300 3.008
H -3.396 0.215 -2.913
H 3.254 -0.248 -2.723
H -1.679 1.015 3.552
H 1.056 -1.144 3.435
H -0.906 2.575 3.307
H -4.959 1.967 5.306
H 3.737 -1.339 -7.367
H 4.485 2.024 2.856
H -4.123 0.600 -4.546
H -6.371 -1.908 -0.941
H -7.383 -0.507 -0.889
H -0.986 4.817 3.846
H -0.066 3.278 -1.985
H -1.127 5.583 2.264
H 4.899 0.553 5.156
H 1.975 0.465 4.745
H 0.571 3.714 -0.453
H -2.353 3.192 4.262
H 3.661 -0.246 1.497
H -1.927 6.263 3.671
H -1.446 -3.995 -1.678
H 0.549 -6.288 -5.121
H -6.456 0.816 0.764
H 4.123 3.944 7.188
H -3.372 -4.652 0.228
H 2.287 -2.010 -5.491
H 4.061 -1.875 1.205
H 6.005 0.478 -1.763
H 1.080 1.259 2.589
H -2.422 -2.047 -6.169
H -2.993 -0.490 0.206
H 2.242 0.853 -0.703
H -3.103 -5.827 1.185
H -1.875 3.224 0.392
H 5.795 0.918 2.443
H -4.362 -0.621 -0.710
H -1.109 1.505 1.939
H 0.322 -1.360 -3.702
H 5.347 5.173 6.950
H -1.598 4.686 -0.514
H -2.404 -1.971 -0.501
H 2.519 1.746 6.523
H -1.510 -3.535 -3.946
H -5.577 1.117 3.877
H 2.318 -3.398 0.863
H 5.586 4.040 8.207
H 2.185 3.431 6.342
H -0.523 -0.920 3.245
H -0.989 -4.990 1.937
H -2.672 -5.442 -4.734
H 7.183 1.655 -2.380
H -1.109 -2.855 -6.345
H -4.231 1.916 -1.062
H -3.279 1.821 -3.605
H -4.881 0.675 1.088
H -3.899 -3.431 -3.416
H 0.808 -2.620 1.002
H -0.884 -6.200 -4.087
H 1.777 -0.010 -4.836
H 2.263 -0.784 -8.333
H -0.707 0.073 -3.654
H 6.189 0.928 5.932
H 1.058 1.091 -2.326
H 0.895 -1.521 -6.419
H -0.776 1.271 -0.735
H 4.210 2.796 5.327
H 2.165 -1.664 -2.375
H 2.563 -2.489 -7.753
H -2.243 3.195 -1.385
H 7.071 2.210 4.421
H -1.169 -3.628 0.841
H 5.679 2.605 -0.577
H -3.602 4.198 4.644
H -3.272 1.294 2.460
H -1.443 -1.123 0.775
```

Output
SMILES = COC[C@H](C)N.COC[C@H](C)N.COC[C@H](C)N.COC[C@H](C)N.COC[C@H](C)N.COC[C@H](C)N.COCCNCCOC.CCO.CCO.CCO
Charge = 0


No. 2
Computed, not measured: a 9-piece molecular cluster, C36H99N9O9 overall, with ωB97M-V with the def2-TZVPD basis set.

XYZ file:
```
153
Properties=species:S:1:pos:R:3
O -2.529 4.077 1.942
O 6.685 -1.493 2.902
O 2.656 0.990 -2.875
O 2.006 7.709 4.149
O -5.090 0.808 -1.312
O -2.110 -6.160 -2.337
O 1.690 -2.702 3.658
O -0.219 1.013 1.175
O 1.072 -2.887 -3.046
N -0.533 -5.446 2.750
N -4.208 -8.230 -1.002
N 5.839 -1.712 -0.028
N -5.303 4.065 0.432
N -2.155 0.102 -1.179
N 0.761 -3.216 -6.904
N -0.054 0.345 -3.546
N 4.264 6.220 1.673
N -3.270 6.494 1.145
C -1.924 6.223 0.745
C -2.017 -0.471 0.147
C 0.535 1.662 -3.664
C 0.499 -3.519 3.834
C -5.435 1.724 -0.234
C -4.934 3.193 -0.595
C 5.048 -3.335 1.366
C -1.541 -4.874 -1.855
C 5.009 -1.815 1.173
C 0.950 -4.302 1.318
C -1.063 7.540 0.879
C 1.288 8.863 3.837
C 0.479 -5.013 -5.248
C -5.757 -7.267 -2.613
C -3.597 -6.142 -2.416
C 1.883 -1.869 4.747
C 2.130 -2.487 -2.271
C 0.694 -4.662 2.765
C -0.622 -0.344 0.783
C 6.406 -1.810 4.256
C 3.748 0.962 -1.996
C -5.514 -0.592 -1.106
C 0.405 -3.453 -5.506
C 1.377 -2.779 -4.475
C -2.110 3.101 2.755
C 5.547 -0.821 2.198
C 2.998 6.657 2.261
C -0.667 2.643 -3.589
C -3.461 3.352 -0.908
C 1.601 1.888 -2.525
C 2.178 5.400 2.629
C 1.055 1.128 1.745
C 3.202 7.585 3.430
C -2.390 -1.964 -0.075
C -4.276 -7.570 -2.320
C -1.486 5.027 1.614
H 3.952 7.051 4.014
H 1.134 0.958 2.819
H -0.136 -5.349 -4.413
H -3.272 3.044 -1.936
H 2.544 -1.519 -2.554
H -1.075 5.437 2.536
H -6.262 3.830 0.645
H -1.995 6.027 -0.325
H -4.717 3.680 1.159
H -0.569 -3.050 -5.229
H 0.378 -3.924 4.838
H 0.233 8.916 4.105
H -3.049 4.359 -0.840
H 6.679 -1.280 0.332
H 6.099 -2.596 -0.441
H 3.362 0.489 -1.092
H -0.731 4.585 0.963
H -3.936 -5.506 -1.598
H -2.931 2.695 -0.218
H -6.596 -0.631 -1.230
H 1.093 5.505 2.627
H -0.062 -6.326 2.902
H -2.882 -0.264 -1.777
H -0.539 -0.920 1.704
H -3.671 6.940 0.332
H 4.420 -3.789 2.132
H -4.926 1.406 0.676
H 4.847 -3.873 0.439
H -0.378 3.458 -4.253
H 6.268 -0.919 4.868
H 6.072 -0.006 1.699
H -4.622 -9.143 -1.124
H 2.598 4.762 3.407
H -1.553 2.411 2.121
H 1.176 1.839 -1.523
H 4.907 -0.568 3.043
H 6.067 -3.569 1.675
H -6.435 -8.106 -2.772
H -2.980 2.657 3.238
H 2.866 -3.292 -2.283
H 0.084 -0.828 0.108
H -3.802 -8.209 -3.066
H -0.386 -2.907 3.661
H 2.016 -2.432 5.671
H 3.565 8.559 3.101
H 0.738 -2.224 -7.091
H -0.916 2.935 -2.569
H -1.242 8.036 1.833
H 1.008 -1.223 4.823
H -5.092 -1.331 -1.788
H 1.712 0.293 1.503
H 1.620 -3.558 -7.310
H 1.133 -5.212 0.746
H 0.241 -3.665 0.791
H 4.208 1.923 -1.766
H 4.651 5.368 2.053
H 1.065 1.577 -4.612
H -3.673 5.599 1.382
H 7.231 -2.302 4.771
H 1.461 -5.453 -5.072
H -0.590 0.564 -2.719
H 1.863 9.693 4.248
H -6.340 -6.835 -1.800
H -5.462 -0.953 -0.079
H 2.379 -3.171 -4.647
H 4.154 6.011 0.691
H -2.700 -0.055 0.887
H 1.520 2.078 1.481
H 0.141 -5.608 -6.096
H -3.892 -5.512 -3.255
H -1.662 -2.415 -0.749
H 2.217 4.917 1.652
H -6.489 1.548 -0.021
H 4.552 0.320 -2.355
H -1.853 -3.980 -2.396
H -0.013 7.273 0.754
H 1.720 -2.493 -1.261
H -5.348 3.452 -1.570
H 1.957 2.913 -2.636
H -1.365 3.245 3.537
H -5.829 -6.647 -3.507
H 2.593 7.094 1.349
H -2.481 -2.559 0.834
H -1.203 8.194 0.019
H -3.227 -8.408 -0.838
H 2.663 -1.128 4.570
H 1.217 8.988 2.756
H -2.274 1.094 -1.029
H -1.067 -5.392 3.606
H -1.575 2.264 -4.057
H -3.308 -2.096 -0.648
H 1.613 -1.731 -4.660
H 1.562 -5.294 2.950
H -1.830 -4.925 -0.806
H 4.018 -1.388 1.023
H 0.690 -0.251 -3.214
H -0.460 -4.884 -2.000
H 1.885 -3.742 1.294
H 5.484 -2.386 4.174
```

Output
SMILES = COC[C@H](C)N.COC[C@H](C)N.COC[C@H](C)N.COC[C@H](C)N.COC[C@H](C)N.COC[C@H](C)N.COC[C@H](C)N.COC[C@H](C)N.COC[C@H](C)N
Charge = 0


No. 3
Computed, not measured: a 10-piece molecular cluster, C37H101N7O10 overall, with ωB97M-V with the def2-TZVPD basis set.

XYZ file:
```
155
Properties=species:S:1:pos:R:3
O -1.197 4.756 0.081
O -5.608 -2.940 -3.145
O 3.345 -5.515 -1.692
O 4.051 -0.960 -3.193
O 1.661 -2.141 6.126
O -1.815 5.533 2.774
O -1.263 1.021 0.470
O -5.191 1.380 0.695
O -0.272 -2.810 -4.177
O 4.484 2.585 3.618
N -0.858 0.227 -2.387
N 2.378 0.867 -2.377
N -4.614 -6.408 -2.515
N 4.511 1.912 -0.045
N 2.330 3.762 -0.896
N 2.768 -0.047 4.953
N -6.889 1.381 -1.587
C 1.800 -2.246 4.723
C -4.020 -4.386 -1.043
C -1.943 -1.963 -2.246
C 5.041 -1.911 -3.482
C -2.983 4.671 4.537
C -5.687 0.515 -1.517
C -0.623 -1.216 -2.516
C -0.164 4.134 -0.671
C 5.407 3.427 4.436
C -2.434 4.441 -0.470
C -1.913 4.372 3.498
C -0.205 -0.994 1.176
C 2.349 -3.456 -1.088
C -6.974 -3.044 -2.916
C -1.451 -0.077 1.396
C 1.494 5.799 0.169
C -5.033 -4.234 -3.373
C 5.321 0.332 1.652
C 4.426 1.583 1.362
C 2.876 -1.297 4.213
C -5.239 0.126 -2.861
C 0.237 -3.328 -5.333
C 0.469 -2.734 6.530
C -4.624 1.178 -0.597
C 4.227 -1.893 4.449
C 3.186 2.481 -4.087
C 4.378 0.301 -3.696
C 4.865 2.738 2.206
C -0.214 -1.455 -3.987
C -4.551 2.334 1.482
C 1.250 4.326 -0.047
C 3.019 1.038 -3.678
C 2.290 -4.972 -0.976
C -4.947 -5.046 -2.093
C -1.605 0.424 2.820
C 2.238 -5.432 0.526
C -0.542 3.945 4.041
H -0.244 4.598 -1.666
H 4.875 3.594 5.402
H 6.366 2.856 4.696
H 4.987 -1.123 4.227
H -0.632 2.936 4.435
H -1.821 -2.993 -2.633
H 2.167 -0.130 -2.280
H 5.173 -0.448 0.947
H -4.955 3.352 1.447
H 5.105 -0.080 2.638
H -1.301 0.777 -0.460
H 5.933 2.883 2.133
H 0.161 -2.344 7.506
H 3.605 2.588 -5.110
H 3.102 -6.361 -2.092
H 0.674 -0.560 1.568
H 5.331 -1.906 -4.549
H -3.980 -4.958 -0.104
H 4.559 3.692 1.890
H -2.558 3.375 -0.580
H -2.681 5.107 -1.309
H 5.136 0.879 -3.142
H -6.624 2.234 -2.071
H -0.386 3.050 -0.793
H -1.166 5.320 2.059
H 1.499 -4.870 1.127
H 0.204 3.826 3.284
H -5.527 -4.751 -4.210
H 1.568 6.263 -0.847
H 1.264 3.690 0.890
H -6.053 -0.342 -0.879
H 4.644 -2.924 -3.328
H -4.627 2.027 2.533
H 0.690 -4.369 -5.258
H -4.430 -3.405 -0.816
H -2.691 -1.580 -2.969
H 5.957 -1.745 -2.881
H 0.056 0.783 -2.390
H 4.385 -2.764 3.795
H -2.240 3.542 2.841
H 3.370 1.509 1.681
H -4.410 2.105 -1.077
H 1.994 -3.201 -2.095
H -2.527 0.979 2.940
H -0.121 4.627 4.828
H -7.341 -3.842 -3.559
H 5.460 2.139 -0.297
H 0.680 6.223 0.707
H 3.177 -5.211 0.929
H -6.014 -5.228 -1.738
H 6.281 0.702 1.691
H 2.222 3.006 -3.963
H 2.894 -0.308 5.913
H 0.567 -3.868 6.543
H -1.603 -0.398 3.522
H -6.083 -0.016 -3.544
H 2.742 -0.953 3.122
H -7.052 1.757 -0.689
H -3.583 0.602 -0.533
H 3.993 2.753 -0.296
H -2.344 -1.849 -1.242
H -7.200 -3.341 -1.853
H 1.289 -5.237 -1.315
H 3.104 0.999 -1.627
H 1.739 -2.947 -0.292
H -4.598 -6.966 -1.673
H 2.495 4.382 -1.696
H 3.386 -3.063 -1.006
H 1.969 -3.266 4.437
H -0.521 -3.516 -6.138
H 2.002 -6.548 0.593
H 3.487 0.630 4.712
H 2.420 6.026 0.663
H -3.375 3.815 4.967
H 3.856 3.024 -3.424
H -0.438 -2.554 5.867
H -3.449 2.324 1.217
H -3.059 -4.335 -1.591
H -0.413 -1.959 1.602
H 5.602 4.376 4.002
H -3.201 4.790 0.313
H 0.871 -1.955 4.225
H 4.219 -2.321 5.430
H -0.795 1.127 3.085
H 0.110 -1.529 -1.746
H -2.629 5.417 5.280
H -0.037 -1.091 0.094
H -7.393 -2.084 -3.185
H 2.069 2.883 -1.331
H 4.753 0.161 -4.775
H -2.368 -0.568 1.120
H 0.655 -0.924 -4.351
H -4.663 -0.789 -2.722
H 2.413 0.482 -4.407
H -3.746 -6.493 -3.116
H -4.563 0.895 -3.273
H -3.811 5.107 3.969
H -1.194 -1.044 -4.512
H -3.941 -4.118 -3.679
H -1.410 0.548 -3.196
H 0.997 -2.670 -5.807
```

Output
SMILES = COC[C@H](C)N.COC[C@H](C)N.COC[C@H](C)N.COC[C@H](C)N.COC[C@H](C)N.COC[C@H](C)N.COC[C@H](C)N.CC(C)O.CC(C)O.CC(C)O
Charge = 0


Let's list total energy in order: -71882.166, -70764.698, -70906.395 eV.
Let's list energy above the lowest of the compared OMol25 structures with the same formula, charge and spin in order: 33.8, 175.5, 67.1 kcal per mole.
Let's list maximum force in order: 3.2, 4.5, 3.9 eV/Å.